[1]
A 2-piece molecular cluster, C5H10O2 overall at a distorted geometry. Source: the Open Molecules 2025 dataset; level of theory: ωB97M-V/def2-TZVPD.

The strongest force on any atom is 3.55 eV/A. The energy is -9439.01002 eV. For the energy relative to the best compared isomer or geometry (same formula, charge and spin), the calculation gives 389.1 kJ/mol. Its highest occupied orbital energy is -0.3011 hartree. Its SMILES is C=C/C=C(/C)O.O. The orbital gap comes out at 0.3200 Eh.

Last column: natural (NBO) charge in e.
CARTESIAN COORDINATES (ANGSTROEM)
C (2.388, 0.702, -1.634)  -0.40
C (1.456, 0.169, -0.810)  -0.24
C (0.009, 0.587, -0.785)  -0.35
C (-0.979, -0.200, -0.259)  0.34
C (-2.342, 0.480, -0.080)  -0.70
O (-0.645, -1.423, 0.285)  -0.71
H (3.285, 0.172, -1.611)  0.19
H (2.068, 1.252, -2.594)  0.21
H (1.570, -0.925, -0.585)  0.22
H (-0.164, 1.526, -1.271)  0.21
H (-2.180, 1.530, -0.069)  0.23
H (-3.240, 0.672, -0.849)  0.24
H (-2.986, 0.105, 0.810)  0.23
H (0.099, -1.300, 0.863)  0.51
O (0.425, -0.311, 2.447)  -0.94
H (-0.329, -0.064, 3.003)  0.48
H (0.451, 0.486, 1.865)  0.48

=====

[2]
A 2-piece molecular cluster, C3H4F2O overall at a distorted geometry. Source: the Open Molecules 2025 dataset; level of theory: ωB97M-V/def2-TZVPD.

The strongest force on any atom is 6.11 eV/A. The energy is -10653.66394 eV. For the energy relative to the best compared isomer or geometry (same formula, charge and spin), the calculation gives 414.5 kJ/mol. Its highest occupied orbital energy is -0.3896 hartree. The orbital gap comes out at 0.3781 Eh.

Last column: natural (NBO) charge in e.
CARTESIAN COORDINATES (ANGSTROEM)
C (-0.343, -0.384, -0.629)  0.02
C (0.140, -0.291, 0.750)  -0.48
C (0.944, 0.254, -0.336)  0.67
H (-2.160, 0.565, 0.449)  0.44
H (-0.379, -1.300, -1.173)  0.22
H (0.455, -1.072, 1.394)  0.24
H (-0.484, 0.613, 1.197)  0.23
O (-1.496, 0.494, -0.772)  -0.67
F (2.009, -0.571, -0.633)  -0.33
F (1.314, 1.693, -0.246)  -0.34

=====

[3]
A 2-piece molecular cluster, C3H9NS overall at a distorted geometry. Source: the Open Molecules 2025 dataset; level of theory: ωB97M-V/def2-TZVPD.

The strongest force on any atom is 2.42 eV/A. Its expectation value of S² is 0.753. The multiplicity is 2. The energy is -15571.57379 eV. For the energy relative to the best compared isomer or geometry (same formula, charge and spin), the calculation gives 197.1 kJ/mol. Its highest occupied orbital energy (spin up / spin down) is -0.4422 / -0.4422 hartree. The charge is +1. The orbital gap (spin up / spin down) comes out at 0.2939 / 0.1001 Eh.

Last column: Mulliken spin population.
CARTESIAN COORDINATES (ANGSTROEM)
C (-0.845, 2.085, 0.480)  -0.04
S (-2.541, 1.496, 0.181)  0.95
H (-0.506, 3.057, 0.081)  0.06
H (-0.324, 1.395, -0.207)  0.01
H (-0.711, 2.137, 1.560)  0.04
C (0.685, -1.169, 0.166)  0.00
C (-0.152, -1.503, -0.829)  0.00
N (2.056, -1.496, 0.102)  0.00
H (0.471, -0.671, 1.114)  0.00
H (-1.173, -1.357, -0.501)  -0.01
H (0.149, -2.056, -1.692)  0.00
H (-2.263, 0.521, -0.702)  -0.01
H (2.589, -1.170, -0.689)  0.00
H (2.565, -1.270, 0.938)  0.00